No. 1
Molecular formula: C4H12
Method: DFT, ωB97M-V/def2-TZVPD

* multiplicity: 2
* E_HOMO (alpha / beta): -0.62336 / -0.55980 hartree
* charge: +1
* gap between HOMO and LUMO (alpha / beta): 14.09 / 3.83 eV
* E_LUMO (alpha / beta): -2.870 / -11.399 eV
* expectation value of S²: 0.75

Each line ends with the natural charge from an NBO analysis.
Atoms and positions in Å:
C -1.39 0.69 1.25  -0.531
C -1.05 0.28 2.67  -0.587
H -2.36 0.28 0.99  0.247
H -1.41 1.77 1.08  0.287
H -0.56 0.37 0.57  0.284
H -0.01 0.37 2.94  0.240
H -1.22 -0.80 2.80  0.261
H -1.82 0.82 3.26  0.302
C 0.95 -0.30 -1.26  -0.556
C 1.49 -0.71 -2.67  -0.527
H 1.73 -0.48 -0.50  0.280
H 0.95 0.78 -1.12  0.253
H -0.06 -0.65 -1.01  0.260
H 1.73 -1.77 -2.75  0.257
H 0.62 -0.54 -3.30  0.260
H 2.34 -0.04 -2.77  0.271

No. 2
Molecular formula: C2BrF5
Method: DFT, ωB97M-V/def2-TZVPD

* E_HOMO: -0.41834 hartree
* SMILES string: FC(F)(F)C(F)(F)Br
* charge: 0
* gap between HOMO and LUMO: 11.95 eV
* E_LUMO: 0.562 eV

Each line ends with the natural charge from an NBO analysis.
Atoms and positions in Å:
F -0.07 0.48 1.63  -0.308
C -0.57 0.44 0.40  0.911
F -1.75 -0.08 0.36  -0.284
F -0.61 1.71 -0.04  -0.297
C 0.40 -0.53 -0.37  0.558
F 0.94 -1.57 0.35  -0.304
F -0.27 -1.00 -1.44  -0.304
Br 1.93 0.54 -0.91  0.027

No. 3
Molecular formula: C30H31F5N7O5Sc
Method: DFT, ωB97M-V/def2-TZVPD

* E_HOMO: -0.08165 hartree
* charge: -2
* gap between HOMO and LUMO: 6.49 eV
* E_LUMO: 4.272 eV

Each line ends with the Mulliken charge.
Atoms and positions in Å:
Sc -0.13 -0.08 -0.77  0.155
C -1.78 -0.31 3.12  -1.577
C -2.13 -0.61 1.68  1.506
O -1.10 -0.85 0.88  -0.867
C -3.37 0.03 1.10  -0.129
C -3.18 0.37 -0.34  -0.221
C -3.58 -0.61 -1.40  -1.212
N -2.53 1.42 -0.66  -0.568
N -2.29 2.31 0.39  -0.369
C -1.04 2.48 0.66  0.196
O -0.03 1.85 0.17  -0.385
C -0.74 3.51 1.72  0.329
C -1.72 4.36 2.22  -0.273
C -1.41 5.29 3.20  -0.656
C -0.11 5.38 3.69  -0.299
C 0.87 4.54 3.19  -0.661
C 0.56 3.61 2.21  -0.296
H -1.26 -1.16 3.56  0.398
H -1.12 0.55 3.13  0.310
H -2.67 -0.09 3.72  0.369
H -3.91 0.73 1.71  0.805
H -3.16 -1.59 -1.19  0.262
H -4.67 -0.72 -1.41  0.397
H -3.24 -0.26 -2.37  0.251
H -2.72 4.26 1.83  0.426
H -2.19 5.94 3.59  0.366
H 0.13 6.11 4.46  0.361
H 1.88 4.61 3.57  0.386
H 1.31 2.94 1.80  0.365
N 1.71 -0.88 -0.26  -0.004
C 2.13 -1.80 -1.31  1.905
C 3.26 -2.77 -0.92  -0.785
C 4.60 -2.55 -1.62  -0.576
C 5.49 -1.41 -1.09  -0.960
N 5.04 -0.05 -1.35  -0.225
C 4.47 0.64 -0.20  0.225
N 5.57 1.13 0.63  -0.659
N 3.65 1.74 -0.70  -0.733
C 0.91 -2.53 -1.95  0.253
O 1.04 -3.62 -2.50  -0.828
O -0.19 -1.85 -1.89  -0.341
H 3.88 -0.04 0.42  0.454
H 1.58 -1.42 0.60  0.191
H 2.50 -1.19 -2.15  -1.194
H 2.92 -3.78 -1.15  0.300
H 3.41 -2.70 0.17  0.267
H 4.42 -2.40 -2.69  0.244
H 5.20 -3.46 -1.54  0.461
H 6.48 -1.54 -1.54  0.256
H 5.62 -1.52 -0.01  0.410
H 4.39 -0.01 -2.13  0.071
H 6.04 1.86 0.10  0.374
H 5.19 1.55 1.47  0.251
H 2.89 1.35 -1.26  0.095
H 3.17 2.15 0.09  0.286
N -3.39 -1.39 1.43  -0.168
C -4.20 -1.86 2.44  -0.214
C -5.49 -1.36 2.68  -0.088
C -6.30 -1.91 3.66  -0.674
C -5.84 -2.96 4.45  -0.403
C -4.57 -3.46 4.22  -0.536
C -3.76 -2.93 3.24  -0.144
H -5.85 -0.54 2.07  0.443
H -7.29 -1.50 3.82  0.330
H -6.48 -3.38 5.22  0.355
H -4.20 -4.29 4.83  0.343
H -2.77 -3.33 3.05  0.513
F 1.25 -0.85 -7.73  -0.357
C 1.05 -0.44 -6.46  0.712
C 2.11 0.01 -5.69  0.061
F 3.35 0.03 -6.21  -0.347
C 1.89 0.44 -4.39  0.149
F 2.96 0.86 -3.68  -0.452
C 0.62 0.44 -3.78  0.616
O 0.45 0.85 -2.57  -0.715
C -0.42 -0.02 -4.60  0.144
F -1.67 -0.04 -4.13  -0.323
C -0.22 -0.44 -5.90  -0.009
F -1.26 -0.87 -6.64  -0.346

No. 4
Molecular formula: C3H9NO3P
Method: DFT, ωB97M-V/def2-TZVPD

* E_HOMO: -0.17564 hartree
* charge: -1
* gap between HOMO and LUMO: 8.51 eV
* E_LUMO: 3.735 eV

Each line ends with the natural charge from an NBO analysis.
Atoms and positions in Å:
C -3.05 0.41 1.79  -0.676
C 1.99 0.00 -2.23  -1.026
C -1.87 -0.05 0.99  0.121
N -1.99 -0.57 -0.12  -0.657
O 3.21 -1.53 -0.17  -1.174
O 2.54 0.97 0.04  -0.996
O 0.82 -0.86 0.21  -1.221
P 2.11 -0.52 -0.48  2.308
H -3.74 0.86 1.14  0.212
H -3.53 -0.38 2.34  0.216
H -2.74 1.30 2.41  0.195
H 2.86 0.54 -2.38  0.223
H 1.90 -0.80 -3.05  0.217
H 1.21 0.72 -2.33  0.222
H 2.22 0.74 0.86  0.466
H -0.86 0.10 1.44  0.171
H -1.07 -0.92 -0.45  0.400

No. 5
Molecular formula: C6H12
Method: DFT, ωB97M-V/def2-TZVPD

* E_HOMO: -0.40393 hartree
* SMILES string: CC1CCCC1
* charge: 0
* gap between HOMO and LUMO: 12.26 eV
* E_LUMO: 1.264 eV

Each line ends with the natural charge from an NBO analysis.
Atoms and positions in Å:
C 2.09 -0.18 0.56  -0.600
C 0.78 0.15 -0.15  -0.215
C -0.21 0.98 0.68  -0.399
C -1.52 0.85 -0.11  -0.402
C -1.51 -0.59 -0.67  -0.408
C -0.05 -1.08 -0.54  -0.402
H 1.89 -0.75 1.48  0.200
H 2.64 0.73 0.83  0.208
H 2.74 -0.79 -0.08  0.208
H 1.01 0.73 -1.06  0.191
H 0.11 2.01 0.83  0.209
H -0.32 0.52 1.67  0.192
H -2.41 1.07 0.50  0.209
H -1.52 1.58 -0.93  0.196
H -2.19 -1.23 -0.10  0.203
H -1.86 -0.61 -1.71  0.205
H 0.03 -1.83 0.26  0.196
H 0.32 -1.56 -1.46  0.209

No. 6
Molecular formula: C19H21FN2O3S
Method: DFT, ωB97M-V/def2-TZVPD

* E_HOMO: -0.31194 hartree
* SMILES string: CCOC(=O)C1(Cc2cccc(F)c2)CCN(C(=O)c2cscn2)CC1
* charge: 0
* gap between HOMO and LUMO: 8.55 eV
* E_LUMO: 0.058 eV

Each line ends with the natural charge from an NBO analysis.
Atoms and positions in Å:
C -1.29 -3.51 2.38  -0.634
C -1.43 -2.02 2.98  -0.038
O -0.76 -0.91 1.93  -0.538
C -1.32 -0.63 0.88  0.767
O -2.35 -0.94 0.65  -0.614
C -0.73 0.36 0.01  -0.100
C -0.99 1.65 0.66  -0.373
C -0.62 1.88 2.06  0.008
C -1.64 1.60 3.07  -0.134
C -1.26 1.36 4.48  -0.170
C 0.16 1.92 4.82  -0.236
C 1.10 2.28 3.85  0.344
F 2.46 2.48 4.37  -0.350
C 0.74 2.10 2.56  -0.230
C -1.24 0.27 -1.46  -0.368
C -0.14 0.31 -2.48  -0.218
N 0.85 -0.55 -2.45  -0.349
C 1.76 -0.73 -3.31  0.604
O 2.55 -1.94 -3.11  -0.740
C 1.56 -0.23 -4.69  0.088
C 2.33 -0.96 -5.79  -0.359
S 2.13 0.18 -7.09  0.566
C 1.32 1.24 -6.14  -0.258
N 0.98 0.86 -4.81  -0.423
C 1.28 -1.25 -1.07  -0.101
C 0.86 -0.14 0.07  -0.432
H -1.96 -3.57 1.26  0.235
H -1.81 -4.06 3.19  0.224
H -0.24 -3.70 2.24  0.219
H -2.54 -1.76 3.09  0.211
H -0.88 -1.90 3.83  0.188
H -1.88 1.96 0.46  0.213
H -0.20 2.55 0.06  0.179
H -2.29 1.11 2.85  0.131
H -1.93 1.27 5.16  0.186
H 0.42 1.73 5.80  0.213
H 1.71 2.18 1.73  0.235
H -1.58 -0.69 -1.52  0.216
H -1.88 0.97 -1.48  0.211
H 0.25 1.38 -2.26  0.164
H -0.37 0.44 -3.47  0.253
H 2.63 -1.82 -5.86  0.196
H 0.93 2.06 -6.53  0.204
H 2.18 -1.41 -0.86  0.214
H 0.63 -1.79 -0.83  0.156
H 1.31 -0.51 1.02  0.244
H 1.17 0.86 -0.24  0.197

No. 7
Molecular formula: C7H14ClMoN5O6Se
Method: DFT, ωB97M-V/def2-TZVPD

* multiplicity: 3
* E_HOMO (alpha / beta): -0.59139 / -0.60495 hartree
* charge: +2
* gap between HOMO and LUMO (alpha / beta): 8.01 / 8.17 eV
* E_LUMO (alpha / beta): -8.080 / -8.293 eV
* expectation value of S²: 2.02

Each line ends with the natural charge from an NBO analysis.
Atoms and positions in Å:
Mo 1.23 -3.11 1.59  1.531
N 1.71 -1.70 -0.02  -0.807
C 1.02 -0.38 0.19  -0.173
C 0.57 0.28 -1.12  -0.423
C 0.61 1.81 -1.14  -0.410
C -0.38 2.54 -0.23  -0.230
N -1.78 2.24 -0.51  -0.569
C -2.59 2.94 -1.30  0.680
N -3.89 2.65 -1.34  -0.754
N -2.12 3.92 -2.07  -0.761
C -0.13 -0.64 1.15  0.798
O -1.14 -0.02 1.21  -0.514
O 0.11 -1.68 2.01  -0.651
H 2.72 -1.56 -0.07  0.430
H 1.42 -2.08 -0.93  0.445
H 1.73 0.26 0.72  0.253
H -0.42 -0.10 -1.39  0.247
H 1.25 -0.07 -1.91  0.241
H 0.43 2.12 -2.17  0.228
H 1.61 2.16 -0.88  0.231
H -0.23 3.62 -0.30  0.223
H -0.23 2.29 0.82  0.232
H -2.18 1.46 0.00  0.439
H -4.30 2.01 -0.68  0.428
H -4.51 3.10 -2.00  0.431
H -1.14 4.13 -2.12  0.425
H -2.75 4.53 -2.57  0.434
O 3.13 -2.95 4.55  -0.650
Cl 2.93 -3.93 3.58  2.488
O 3.75 -5.05 3.60  -0.626
O 3.10 -3.19 2.17  -0.784
O 1.49 -4.30 3.40  -0.768
Se 0.02 -4.87 0.37  0.274
C -0.39 -3.60 -0.91  -0.021
N -0.65 -2.81 -1.71  -0.315

No. 8
Molecular formula: C25H45HfNP2
Method: DFT, ωB97M-V/def2-TZVPD

* E_HOMO: -0.52558 hartree
* charge: +2
* gap between HOMO and LUMO: 5.99 eV
* E_LUMO: -8.307 eV

Each line ends with the Mulliken charge.
Atoms and positions in Å:
Hf -0.68 -0.36 0.49  -1.285
C 0.22 -2.46 0.52  0.734
C 1.29 -1.50 0.78  1.436
C -0.25 -1.19 2.53  0.897
C -0.70 -2.31 1.65  1.176
C 1.02 -0.71 2.00  0.757
C 0.30 -3.67 -0.42  -1.687
H 0.82 -3.42 -1.35  0.382
H -0.68 -4.04 -0.69  0.428
H 0.84 -4.49 0.05  0.367
C -1.81 -3.31 2.04  -1.762
H -1.98 -4.06 1.27  0.441
H -2.76 -2.81 2.25  0.302
H -1.53 -3.84 2.94  0.418
C -0.85 -0.86 3.91  -1.684
H -0.33 -1.41 4.69  0.373
H -1.91 -1.13 3.96  0.416
H -0.77 0.20 4.13  0.266
C 2.04 -0.09 3.00  -1.889
H 2.50 -0.89 3.57  0.418
H 1.54 0.55 3.73  0.491
H 2.86 0.48 2.58  0.375
C 2.71 -1.93 0.35  -1.907
H 2.96 -2.85 0.88  0.439
H 3.50 -1.24 0.63  0.470
H 2.78 -2.18 -0.71  0.295
C 0.92 1.34 -2.47  0.161
C 1.65 0.20 -2.49  -0.017
C 3.04 0.12 -3.09  -1.256
C 4.07 0.81 -2.17  -1.111
C 3.45 1.42 -0.90  -0.449
C 2.77 2.55 -0.95  -0.521
C 2.49 3.31 -2.25  -0.917
C 1.40 2.64 -3.09  -1.205
H 3.04 0.59 -4.07  0.442
H 4.56 1.60 -2.74  0.403
H 3.30 -0.92 -3.28  0.393
H 1.76 2.46 -4.10  0.399
H -0.02 1.49 -2.01  0.520
H 1.37 -0.73 -2.08  0.490
H 0.54 3.30 -3.23  0.387
H 2.27 4.36 -2.04  0.425
H 2.63 3.14 -0.08  0.615
H 3.40 3.38 -2.83  0.382
H 4.91 0.16 -1.94  0.357
H 3.83 1.09 0.02  0.786
P -2.23 -1.07 -1.18  1.060
C -3.37 -2.52 -0.74  -1.403
H -4.13 -2.66 -1.51  0.561
H -3.90 -2.38 0.20  0.321
H -2.81 -3.45 -0.69  0.353
C -3.61 0.06 -1.84  -1.196
H -4.31 -0.50 -2.46  0.492
H -3.19 0.86 -2.45  0.387
H -4.16 0.51 -1.01  0.340
C -1.81 -1.84 -2.87  -1.264
H -1.39 -1.10 -3.55  0.419
H -2.70 -2.25 -3.35  0.496
H -1.09 -2.66 -2.75  0.369
P -0.97 1.87 1.12  1.784
C 0.10 2.65 2.51  -1.652
H 0.05 3.74 2.46  0.496
H 1.14 2.36 2.47  0.281
H -0.23 2.35 3.50  0.468
C -1.55 3.34 0.05  -1.178
H -0.72 3.87 -0.37  0.369
H -2.10 4.10 0.61  0.502
H -2.20 2.99 -0.75  0.373
C -2.41 2.35 2.31  -1.800
H -2.33 3.37 2.69  0.569
H -2.45 1.69 3.18  0.392
H -3.37 2.31 1.80  0.454
N -3.89 -0.39 2.07  -0.628
C -2.85 -0.38 1.57  -0.311

No. 9
Molecular formula: C5H7NO2
Method: DFT, ωB97M-V/def2-TZVPD

* E_HOMO: -0.33264 hartree
* SMILES string: CCc1cc(O)no1
* charge: 0
* gap between HOMO and LUMO: 9.84 eV
* E_LUMO: 0.791 eV

Each line ends with the natural charge from an NBO analysis.
Atoms and positions in Å:
C -1.75 -1.37 -0.21  -0.594
C -0.70 -0.79 -1.15  -0.465
C 0.24 0.14 -0.47  0.403
C 0.88 0.05 0.76  -0.432
C 1.43 1.33 0.87  0.454
O 2.05 1.86 1.92  -0.647
N 1.16 2.06 -0.21  -0.260
O 0.74 1.14 -1.20  -0.292
H -2.42 -2.02 -0.76  0.216
H -1.28 -1.96 0.58  0.207
H -2.34 -0.58 0.25  0.212
H -0.10 -1.61 -1.58  0.228
H -1.16 -0.25 -1.97  0.230
H 0.88 -0.74 1.49  0.241
H 2.38 2.74 1.68  0.498

Per-record energy above the lowest of the compared OMol25 structures with the same formula, charge and spin, kcal per mole: 16.5; 0.0; 4.8; 16.2; 1.7; 402.3; 3.6; 0.0; 49.2